Entry 1:
Entry from OMol25: C12H9ClIN7OSSn as an isolated structure (ωB97M-V with the def2-TZVPD basis set).

## Properties
E_LUMO = -0.33 eV
HOMO-LUMO gap = 7.5174 eV
net charge = 0
ΔE to the lowest compared entry with this formula, charge and spin = 60.84 kJ/mol
multiplicity = 1

Last column: natural (NBO) charge in e.
Geometry (Å):
Sn: 0.1815 -0.3560 1.1578  1.287
Cl: -5.1902 0.3509 -3.4740  0.001
C: -3.7899 0.6202 -2.4844  -0.061
C: -3.5340 1.8748 -1.9995  -0.212
C: -2.3935 2.1095 -1.2252  -0.254
I: -2.0221 4.0178 -0.4409  0.140
C: -1.4706 1.1192 -0.9143  0.394
O: -0.3844 1.3415 -0.2313  -0.879
C: -1.7805 -0.1980 -1.3930  0.088
N: -0.9211 -1.1774 -1.0347  -0.469
C: -1.1008 -2.3958 -1.4863  0.069
C: -2.1859 -2.7433 -2.3055  -0.259
C: -3.1034 -1.7824 -2.6350  -0.114
C: -2.9204 -0.4542 -2.1929  -0.103
H: -4.2131 2.6866 -2.2190  0.241
H: -0.3565 -3.1285 -1.1945  0.207
H: -2.2884 -3.7588 -2.6603  0.229
H: -3.9685 -2.0221 -3.2373  0.235
N: 1.7910 1.3794 0.5676  -0.662
N: 2.7125 1.9302 1.4543  -0.439
C: 2.4625 1.9254 2.7768  0.303
N: 3.3182 2.5923 3.5693  -0.775
S: 1.1259 1.1510 3.4037  -0.209
H: 2.2416 0.7730 -0.1059  0.406
H: 1.2212 2.0836 0.1042  0.434
H: 3.4664 2.4995 1.1003  0.384
H: 4.2119 2.9245 3.2458  0.395
H: 3.1658 2.5328 4.5603  0.427
N: 2.0305 -1.5088 0.7021  -0.831
C: 2.6069 -2.4531 1.1271  0.666
N: 3.2418 -3.4789 1.4267  -0.645
C: 3.7093 -3.9800 2.5421  0.432
N: 4.1365 -4.4749 3.4959  -0.425


Entry 2:
Entry from OMol25: one molecule with the formula C4H10N2S (ωB97M-V with the def2-TZVPD basis set).

## Properties
E_LUMO (spin up / spin down) = 0.79 / -2.37 eV
HOMO-LUMO gap (spin up / spin down) = 5.9694 / 6.3595 eV
net charge = 0
ΔE to the lowest compared entry with this formula, charge and spin = 105.20 kJ/mol
multiplicity = 3

Last column: natural (NBO) charge in e.
Geometry (Å):
C: 0.8281 -0.2590 -0.3753  -0.304
C: 0.3894 2.0392 -0.4365  -0.593
C: -1.4709 -0.8359 0.5127  -0.433
C: 0.1645 0.7598 -1.2335  -0.453
N: 0.4622 -1.9311 1.4220  -0.647
N: -0.0178 -0.9936 0.4570  -0.082
S: 2.4232 -0.5345 -0.4340  0.096
H: 0.8704 1.9256 0.4671  0.213
H: 0.6066 2.9163 -1.0640  0.213
H: -0.6955 2.2217 -0.0381  0.176
H: -1.6082 -1.0630 1.6087  0.237
H: -1.7285 0.1754 0.3598  0.208
H: -2.0473 -1.4623 -0.1775  0.211
H: 0.6692 0.8313 -2.2138  0.217
H: -0.8963 0.7538 -1.3271  0.205
H: 1.5151 -1.6567 1.4794  0.382
H: 0.5356 -2.8871 0.9931  0.355


Entry 3:
Entry from OMol25: C32H24NO4P2S2W as an isolated structure (ωB97M-V with the def2-TZVPD basis set).

## Properties
E_LUMO = -11.02 eV
HOMO-LUMO gap = 6.0941 eV
net charge = +3
ΔE to the lowest compared entry with this formula, charge and spin = 0.00 kJ/mol
multiplicity = 1

Last column: natural (NBO) charge in e.
Geometry (Å):
W: 1.4409 -1.4542 -0.6330  1.496
O: 2.2623 -2.0972 -4.7597  -0.558
C: 2.2678 -1.9238 -3.4887  0.839
O: 1.2491 -1.9124 -2.7697  -0.607
C: 3.5827 -1.7610 -2.8296  0.070
C: 4.8393 -1.8519 -3.3847  -0.123
C: 5.9394 -1.7622 -2.5233  -0.081
C: 5.7466 -1.6279 -1.1542  -0.128
C: 4.4456 -1.5482 -0.6838  0.124
N: 3.4087 -1.5875 -1.5113  -0.453
C: 4.0169 -1.4829 0.7555  0.758
O: 4.7230 -1.4058 1.6918  -0.393
O: 2.6340 -1.5389 0.8390  -0.681
H: 1.3710 -2.2324 -5.1346  0.548
H: 4.9646 -2.0033 -4.4488  0.285
H: 6.9424 -1.8236 -2.9254  0.281
H: 6.5733 -1.5945 -0.4560  0.293
S: -0.0431 -3.1760 -0.3345  -0.094
P: -1.0959 -1.4871 0.5088  1.521
C: 0.1480 -0.2985 0.1763  -1.081
P: 0.3725 1.4009 -0.2341  1.538
S: 1.8340 0.7985 -1.5819  -0.268
C: 1.0240 2.3424 1.1047  -0.501
C: 1.5854 1.6894 2.2072  -0.170
C: 2.1713 2.4363 3.2122  -0.181
C: 2.2107 3.8232 3.1102  -0.123
C: 1.6705 4.4705 2.0058  -0.204
C: 1.0754 3.7367 0.9941  -0.097
C: -1.0355 2.1612 -0.9835  -0.478
C: -1.8703 2.9639 -0.1961  -0.170
C: -3.0055 3.5168 -0.7639  -0.186
C: -3.3090 3.2661 -2.0965  -0.150
C: -2.4868 2.4564 -2.8725  -0.139
C: -1.3464 1.8996 -2.3211  -0.183
C: -1.3602 -1.8177 2.2191  -0.495
C: -2.6090 -2.3020 2.6217  -0.098
C: -2.7998 -2.6211 3.9561  -0.202
C: -1.7586 -2.4710 4.8627  -0.117
C: -0.5121 -2.0060 4.4508  -0.176
C: -0.3033 -1.6801 3.1252  -0.164
C: -2.5785 -1.2124 -0.4227  -0.391
C: -3.4425 -0.2337 0.0844  -0.202
C: -4.5973 0.0669 -0.6164  -0.180
C: -4.8852 -0.6009 -1.8011  -0.135
C: -4.0225 -1.5687 -2.2990  -0.191
C: -2.8580 -1.8788 -1.6152  -0.183
H: 1.5630 0.6090 2.2773  0.213
H: 2.5988 1.9433 4.0744  0.246
H: 2.6697 4.4047 3.8987  0.253
H: 1.7124 5.5486 1.9343  0.254
H: 0.6588 4.2434 0.1324  0.230
H: -1.6304 3.1678 0.8397  0.242
H: -3.6456 4.1563 -0.1712  0.251
H: -4.1887 3.7158 -2.5382  0.251
H: -2.7263 2.2786 -3.9121  0.238
H: -0.6911 1.2889 -2.9297  0.226
H: -3.4167 -2.4261 1.9121  0.233
H: -3.7607 -2.9907 4.2861  0.256
H: -1.9158 -2.7251 5.9025  0.255
H: 0.2924 -1.9057 5.1663  0.248
H: 0.6712 -1.3416 2.7939  0.218
H: -3.2295 0.2700 1.0206  0.237
H: -5.2811 0.8101 -0.2292  0.250
H: -5.7988 -0.3737 -2.3348  0.252
H: -4.2655 -2.0949 -3.2120  0.250
H: -2.1961 -2.6456 -1.9953  0.230


Entry 4:
Entry from OMol25: C42H30CaN7O8Te as an isolated structure (ωB97M-V with the def2-TZVPD basis set).

## Properties
E_LUMO = 1.02 eV
HOMO-LUMO gap = 4.7816 eV
net charge = -1
ΔE to the lowest compared entry with this formula, charge and spin = 365.19 kJ/mol
multiplicity = 1

Last column: Löwdin charge in e.
Geometry (Å):
Ca: 0.5216 -1.7633 0.1880  1.466
C: 2.9016 2.8635 2.7863  -0.128
C: 3.9545 2.4152 2.0021  -0.117
C: 3.9228 1.1612 1.4090  -0.071
C: 2.8250 0.2962 1.5813  -0.319
C: 1.7768 0.7654 2.3986  -0.042
C: 1.8108 2.0185 2.9771  -0.099
N: 2.6766 -0.9042 0.9315  -0.045
C: 3.7359 -1.6881 0.5747  -0.275
C: 4.9836 -1.7319 1.2335  -0.049
C: 5.9208 -2.7111 0.9548  -0.125
C: 5.6637 -3.6831 -0.0061  -0.134
C: 4.4774 -3.6118 -0.7195  -0.084
C: 3.5258 -2.6152 -0.4912  -0.320
N: 2.3395 -2.6743 -1.2526  -0.047
N: 2.0012 -1.4070 -1.9346  -0.137
C: 0.8621 -1.4116 -2.7179  -0.309
C: 0.6994 -0.5778 -3.8394  0.000
C: -0.4910 -0.6428 -4.5209  -0.062
C: -1.4953 -1.5116 -4.0956  -0.083
C: -1.2477 -2.2739 -2.9754  -0.142
N: -0.0972 -2.2368 -2.3006  0.070
H: 2.9276 3.8453 3.2411  0.085
H: 4.8154 3.0555 1.8384  0.092
H: 4.7478 0.8432 0.7821  0.097
H: 0.9303 0.1085 2.5741  0.095
H: 0.9757 2.3430 3.5874  0.098
H: 5.1714 -1.0331 2.0389  0.099
H: 6.8477 -2.7304 1.5174  0.088
H: 6.3799 -4.4705 -0.2072  0.082
H: 4.2618 -4.3282 -1.5053  0.099
H: 1.4776 0.1044 -4.1511  0.119
H: -0.6449 -0.0106 -5.3863  0.109
H: -2.4457 -1.5708 -4.6065  0.096
H: -2.0042 -2.9353 -2.5686  0.113
O: 0.3180 2.0960 -1.9019  0.057
C: 0.8024 1.1648 -1.2738  -0.632
O: 0.2863 0.4503 -0.3807  -0.163
C: 2.2958 0.9089 -1.6299  -0.039
C: 3.1296 2.0340 -1.6622  0.020
C: 4.4364 1.9264 -2.0316  0.016
C: 4.9400 0.6889 -2.4836  -0.142
C: 6.2532 0.5330 -2.9825  -0.028
C: 6.6445 -0.6518 -3.5369  -0.072
C: 5.7367 -1.7245 -3.6269  -0.052
C: 4.4689 -1.6226 -3.1224  0.007
C: 4.0760 -0.4209 -2.5123  -0.086
N: 2.7920 -0.2785 -2.0024  0.083
H: 2.6828 2.9716 -1.3678  0.134
H: 5.0919 2.7882 -2.0117  0.125
H: 6.9278 1.3784 -2.9306  0.113
H: 7.6489 -0.7674 -3.9227  0.103
H: 6.0505 -2.6553 -4.0802  0.109
H: 3.7705 -2.4478 -3.1598  0.115
O: -0.8132 -2.1746 2.2186  -0.052
C: -1.7393 -1.6241 1.5901  -0.683
O: -1.8943 -1.7516 0.3316  -0.225
C: -2.6418 -0.6174 2.2434  -0.164
C: -3.6397 -0.9399 3.0989  0.059
C: -4.4955 0.0724 3.6066  -0.160
C: -4.2977 1.3927 3.2795  0.074
C: -3.2600 1.7215 2.4268  -0.187
C: -2.4684 0.7385 1.7463  -0.181
N: -3.0615 3.0803 2.0569  -0.369
O: -2.2550 3.2961 1.1536  0.024
O: -3.6985 3.9658 2.6188  0.038
N: -5.5807 -0.2877 4.4726  -0.369
O: -6.2532 0.5988 4.9801  0.042
O: -5.7730 -1.4791 4.6889  0.038
H: -3.7747 -1.9594 3.4320  0.135
H: -4.9255 2.1688 3.6899  0.132
H: -1.4680 1.0443 1.4588  0.081
C: -4.7317 -0.6884 -0.2994  -0.332
Te: -3.0516 0.5879 -0.6477  1.715
C: -4.6135 2.0722 -0.7107  -0.348
C: -5.7007 1.5469 0.1857  -0.293
C: -6.5945 2.3764 0.8522  -0.041
C: -7.5656 1.8344 1.6816  -0.082
C: -7.6540 0.4587 1.8449  -0.089
C: -6.7577 -0.3724 1.1889  -0.044
C: -5.7752 0.1655 0.3661  -0.281
H: -4.3986 -1.5186 0.3197  0.057
H: -5.0608 -1.0790 -1.2643  0.064
H: -4.9465 2.1265 -1.7491  0.058
H: -4.2355 3.0458 -0.4096  0.054
H: -6.5088 3.4516 0.7458  0.116
H: -8.2386 2.4875 2.2222  0.103
H: -8.3911 0.0354 2.5145  0.105
H: -6.7960 -1.4440 1.3480  0.119


Entry 5:
Entry from OMol25: a 4-piece molecular cluster, C42H46F5N3O9P2S2 overall (ωB97M-V with the def2-TZVPD basis set).

## Properties
E_LUMO = -1.55 eV
structure (SMILES) = C#Cc1c([PH2]=O)c(P(C)O)c(CCCCS(=O)(=O)O)c2c1C(=O)c1cc(C(F)(F)c3cccc(C(F)(F)F)c3)cc(S(C)(=O)=O)c1C2=O.CCCC#N.CCCC#N.CCCC#N
HOMO-LUMO gap = 7.6524 eV
net charge = 0
multiplicity = 1

Last column: Löwdin charge in e.
Geometry (Å):
C: 1.6117 -6.8968 -1.4009  0.170
C: 1.8832 -5.7304 -1.5436  -0.131
C: 2.2248 -4.3475 -1.7201  -0.191
C: 3.5486 -4.0179 -2.0697  -0.235
P: 4.6338 -5.4860 -2.2326  0.720
O: 4.2188 -6.4028 -3.3212  -0.416
C: 3.9111 -2.6711 -2.2681  -0.249
P: 5.6331 -2.1482 -2.7026  0.929
C: 6.4333 -2.6519 -1.1418  -0.251
O: 6.1141 -3.3058 -3.7771  -0.331
C: 2.9573 -1.6489 -2.1402  -0.142
C: 3.3461 -0.2209 -2.4318  -0.170
C: 3.9473 0.5281 -1.2193  -0.176
C: 5.3683 1.0783 -1.4327  -0.227
C: 5.5593 2.5157 -0.9193  -0.227
S: 6.3442 2.5831 0.6594  0.579
O: 6.4625 3.9384 1.0801  -0.265
O: 7.5081 1.7461 0.6280  -0.279
O: 5.2691 1.8884 1.6040  -0.138
C: 1.6509 -1.9893 -1.7458  0.000
C: 1.2920 -3.3282 -1.5400  -0.024
C: -0.0956 -3.6456 -1.0970  -0.272
O: -0.3887 -4.6641 -0.5180  0.125
C: -1.1516 -2.6311 -1.3873  -0.048
C: -2.4796 -3.0438 -1.3925  0.091
C: -3.4781 -2.1241 -1.6279  -0.077
C: -4.9330 -2.5409 -1.6458  -0.440
F: -5.0532 -3.7725 -1.0608  0.096
F: -5.3181 -2.7019 -2.9457  0.105
C: -5.8509 -1.5736 -0.9475  -0.129
C: -5.6954 -1.3542 0.4120  -0.003
C: -6.5286 -0.4798 1.0780  -0.036
C: -7.5226 0.1900 0.3903  -0.006
C: -7.6656 -0.0289 -0.9683  -0.101
C: -8.7689 0.6884 -1.6830  -0.598
F: -8.6864 0.5816 -3.0088  0.152
F: -9.9718 0.2066 -1.3267  0.142
F: -8.7899 1.9974 -1.3879  0.139
C: -6.8397 -0.9055 -1.6434  0.061
C: -3.1455 -0.7915 -1.8663  0.038
C: -1.8281 -0.3799 -1.8467  -0.168
S: -1.5854 1.3501 -2.2476  0.675
C: -1.0980 2.1490 -0.7324  -0.120
O: -0.5473 1.4400 -3.2381  -0.298
O: -2.8848 1.8711 -2.5902  -0.318
C: -0.8051 -1.3029 -1.5912  -0.041
C: 0.6305 -0.9246 -1.4878  -0.238
O: 0.9326 0.1993 -1.1521  0.099
H: 1.4611 -7.9486 -1.3736  0.048
H: 4.6046 -6.0611 -0.9593  0.004
H: 5.9457 -5.0437 -2.3822  -0.001
H: 6.1064 -1.9036 -0.4146  0.033
H: 6.1298 -3.6197 -0.7465  0.018
H: 7.5147 -2.5918 -1.2375  0.048
H: 6.2958 -2.8529 -4.6062  0.048
H: 4.0707 -0.2180 -3.2450  0.071
H: 2.4912 0.3389 -2.7924  0.112
H: 3.2790 1.3601 -0.9985  0.102
H: 3.9051 -0.1122 -0.3352  0.114
H: 5.6157 1.0804 -2.4932  0.104
H: 6.1042 0.4287 -0.9605  0.079
H: 4.6111 3.0464 -0.8539  0.110
H: 6.2093 3.0869 -1.5798  0.112
H: 5.3996 0.9316 1.5409  0.091
H: -2.7161 -4.0818 -1.2146  0.139
H: -4.9244 -1.8709 0.9682  0.129
H: -6.4220 -0.3034 2.1382  0.113
H: -8.1720 0.8882 0.8959  0.082
H: -6.9672 -1.0564 -2.7040  0.134
H: -3.9158 -0.0638 -2.0794  0.127
H: -1.9073 2.7983 -0.4203  0.071
H: -0.8575 1.3928 0.0067  0.062
H: -0.1836 2.6868 -0.9663  0.071
C: 7.4540 6.1856 3.0535  -0.115
C: 7.8350 7.6308 2.7578  -0.259
C: 6.9699 8.6452 3.5155  -0.196
C: 5.5548 8.5251 3.1629  -0.244
N: 4.4492 8.4318 2.8724  0.141
H: 6.4349 5.9696 2.7388  0.061
H: 8.1073 5.4982 2.5210  0.065
H: 7.5359 5.9729 4.1223  0.079
H: 7.7522 7.8193 1.6858  0.112
H: 8.8778 7.8018 3.0315  0.106
H: 7.2857 9.6650 3.2923  0.115
H: 7.0656 8.4957 4.5924  0.118
C: 0.5374 -3.4129 2.5732  -0.103
C: 0.8552 -4.7950 3.1305  -0.245
C: 2.3608 -5.0280 3.3177  -0.177
C: 3.0578 -4.9133 2.0396  -0.187
N: 3.5078 -4.8191 0.9892  0.198
H: 0.9731 -3.2806 1.5812  0.054
H: -0.5396 -3.2769 2.4796  0.076
H: 0.9227 -2.6261 3.2256  0.079
H: 0.4547 -5.5578 2.4609  0.113
H: 0.3661 -4.9261 4.0969  0.109
H: 2.5525 -6.0206 3.7261  0.119
H: 2.7827 -4.2957 4.0083  0.121
C: -11.2609 2.2203 1.5190  -0.104
C: -11.1082 3.5174 2.3051  -0.255
C: -9.8425 4.2956 1.9255  -0.183
C: -8.6352 3.5132 2.1848  -0.225
N: -7.7067 2.8706 2.3869  0.161
H: -10.4378 1.5338 1.7236  0.062
H: -12.1857 1.7129 1.7914  0.075
H: -11.2845 2.4090 0.4443  0.075
H: -11.0909 3.3009 3.3746  0.112
H: -11.9703 4.1609 2.1238  0.108
H: -9.7731 5.2253 2.4908  0.118
H: -9.8578 4.5508 0.8644  0.122